C36H43BIrN7S3Se as an isolated structure, computed with ωB97M-V/def2-TZVPD.

The geometry in XYZ format:
```
92
Properties=species:S:1:pos:R:3:mulliken_charge:R:1
Ir 0.205 -0.012 0.002 0.53
C 0.563 -3.974 4.753 -2.16
C 0.710 -2.617 4.067 1.27
C 1.206 -1.599 5.099 -1.55
C 1.690 -2.749 2.897 -1.56
N -0.615 -2.180 3.542 0.42
C -1.773 -2.924 3.601 -0.20
C -2.739 -2.232 2.964 -1.21
N -2.200 -1.054 2.513 -0.05
B -3.039 -0.046 1.701 1.35
N -2.530 1.398 1.961 0.09
C -2.769 1.993 3.170 -1.39
C -2.191 3.214 3.164 -0.13
N -1.581 3.382 1.944 0.51
C -1.790 2.251 1.227 -0.05
S -1.231 1.925 -0.373 -0.13
C -0.843 4.606 1.521 1.14
C -0.851 5.626 2.659 -2.17
C 0.610 4.245 1.195 -1.46
C -1.556 5.212 0.309 -1.53
N -3.065 -0.382 0.181 0.03
C -3.988 0.209 -0.631 -1.45
C -3.859 -0.308 -1.876 -0.09
N -2.846 -1.228 -1.849 0.75
C -2.348 -1.240 -0.580 -0.13
S -1.023 -2.174 -0.011 -0.25
C -2.506 -2.157 -2.969 1.20
C -2.940 -3.565 -2.550 -1.76
C -3.259 -1.733 -4.229 -2.21
C -1.007 -2.110 -3.286 -1.19
C -0.898 -1.040 2.864 0.07
S 0.184 0.253 2.531 -0.27
H 1.534 -4.268 5.144 0.45
H 0.238 -4.745 4.054 0.48
H -0.132 -3.924 5.591 0.51
H 2.142 -1.951 5.528 0.48
H 0.477 -1.485 5.902 0.40
H 1.383 -0.630 4.645 0.32
H 2.636 -3.146 3.264 0.49
H 1.886 -1.790 2.425 0.33
H 1.295 -3.431 2.143 0.32
H -1.835 -3.874 4.093 0.55
H -3.768 -2.484 2.790 0.64
H -4.166 -0.109 2.094 -0.17
H -3.328 1.499 3.943 0.62
H -2.174 3.955 3.938 0.56
H -0.343 5.240 3.543 0.48
H -1.864 5.930 2.920 0.50
H -0.314 6.512 2.327 0.45
H 1.081 3.752 2.046 0.36
H 1.160 5.158 0.974 0.51
H 0.681 3.589 0.332 0.28
H -2.594 5.441 0.553 0.39
H -1.535 4.536 -0.542 0.29
H -1.056 6.137 0.025 0.48
H -4.670 0.953 -0.260 0.63
H -4.402 -0.063 -2.767 0.60
H -3.999 -3.586 -2.290 0.38
H -2.362 -3.906 -1.693 0.33
H -2.774 -4.256 -3.374 0.48
H -4.339 -1.814 -4.109 0.50
H -2.966 -2.394 -5.041 0.49
H -2.990 -0.715 -4.516 0.44
H -0.406 -2.551 -2.501 0.36
H -0.682 -1.081 -3.444 0.03
H -0.824 -2.675 -4.198 0.62
N 10.141 -0.007 0.064 -0.46
C 8.992 -0.002 0.089 -0.07
C 7.565 -0.001 0.089 0.55
C 6.872 -1.212 0.116 -0.66
C 5.495 -1.213 0.046 -0.50
C 4.794 -0.005 -0.053 0.63
C 5.494 1.206 -0.042 -0.49
C 6.871 1.209 0.030 -0.68
C 3.379 -0.016 -0.157 0.07
C 2.165 -0.052 -0.252 -0.07
H 7.422 -2.140 0.188 0.45
H 4.937 -2.139 0.055 0.48
H 4.939 2.132 -0.097 0.50
H 7.423 2.139 0.039 0.45
Se 0.858 1.579 -2.926 -0.09
C 0.381 0.806 -4.595 -0.46
C 1.268 -0.064 -5.232 -0.20
C 0.928 -0.625 -6.450 -0.64
C -0.292 -0.329 -7.042 -0.45
C -1.172 0.544 -6.414 -0.54
C -0.840 1.115 -5.197 0.04
H 2.224 -0.275 -4.774 0.45
H 1.625 -1.288 -6.945 0.40
H -0.558 -0.778 -7.989 0.41
H -2.114 0.792 -6.885 0.44
H -1.509 1.816 -4.717 0.46
```

Relative energy (zero: lowest compared OMol25 entry of this formula, charge and spin): 27.94 kcal/mol
Gap between HOMO and LUMO (spin up / spin down): 4.6 / 4.7 eV
2S+1: 2
Net charge: +1